C45H65Cl2GeN4SeTi as an isolated structure, computed with the ωB97M-V functional and the def2-TZVPD basis.

```
119
Properties=species:S:1:pos:R:3:mulliken_charge:R:1
Ti -0.1940 -1.5121 -0.6287 0.36
C -6.0162 -0.4354 -0.8111 -0.98
C -5.5755 -1.2858 -2.0070 -1.27
C -4.0944 -1.2527 -2.1800 0.83
C -3.3863 -0.6176 -3.1564 0.43
C -3.8615 0.1757 -4.3273 -0.98
C -3.4595 1.6472 -4.1955 -1.20
C -1.9861 -0.8780 -2.8848 0.03
N -1.8558 -1.5137 -1.6741 0.13
C -3.1258 -1.8885 -1.3026 -0.44
C -3.3570 -2.9213 -0.4160 -0.33
C -2.3509 -3.5543 0.3377 -1.68
C -2.5266 -4.6515 1.2387 0.83
C -3.6586 -5.6333 1.2496 -0.94
C -4.5732 -5.4949 2.4709 -1.11
C -1.4086 -4.6746 2.0473 0.83
C -0.5597 -3.6225 1.5969 -0.76
C 0.6016 -3.1862 2.2539 -0.66
C 1.5557 -2.4046 1.6453 0.47
N 1.4383 -2.0327 0.3334 0.47
C 2.7119 -1.7902 -0.1137 -0.61
C 3.0521 -1.7690 -1.4486 -0.63
C 2.1369 -1.8239 -2.5056 -0.92
N 0.7960 -1.6079 -2.3478 1.06
C 0.3066 -1.3466 -3.5937 -0.92
C -0.9771 -0.8357 -3.8207 -0.12
C 1.3143 -1.5701 -4.5849 0.43
C 2.4657 -1.8926 -3.9008 0.39
C 3.8469 -2.2876 -4.3295 -0.21
C 4.0596 -2.6396 -5.7978 -1.64
C 0.9950 -1.5434 -6.0447 -1.07
C 0.1292 -2.7525 -6.4170 -1.13
C 3.6372 -1.8333 1.0024 0.94
C 2.9155 -2.1965 2.1006 0.89
C 3.3820 -2.4321 3.4968 -1.25
C 2.8762 -1.3521 4.4520 -0.84
C 5.1201 -1.6934 0.8909 -1.45
C 5.7489 -3.0558 0.5868 -1.37
N -1.0904 -3.0231 0.4866 0.80
C -1.0622 -5.6297 3.1439 -1.05
C 0.0949 -6.5609 2.7643 -1.17
H -7.0985 -0.3182 -0.7945 0.48
H -5.5630 0.5520 -0.8695 0.24
H -5.7102 -0.9064 0.1212 0.13
H -6.0443 -0.8975 -2.9125 0.38
H -5.9227 -2.3137 -1.8752 0.37
H -4.9471 0.0984 -4.4216 0.34
H -3.4224 -0.2277 -5.2457 0.34
H -2.4089 1.7305 -3.9243 0.30
H -4.0493 2.1345 -3.4226 0.29
H -3.6153 2.1695 -5.1372 0.43
H -4.3747 -3.2666 -0.2983 0.47
H -3.2325 -6.6424 1.2406 0.39
H -4.2514 -5.5178 0.3403 0.37
H -3.9926 -5.4870 3.3898 0.33
H -5.2725 -6.3272 2.5233 0.37
H -5.1450 -4.5709 2.4261 0.30
H 0.7944 -3.5787 3.2392 0.55
H 4.0976 -1.6986 -1.7030 0.56
H -1.2034 -0.4576 -4.8057 0.48
H 4.1197 -3.1608 -3.7282 0.40
H 4.5366 -1.4802 -4.0587 0.37
H 3.3304 -3.3756 -6.1297 0.33
H 5.0537 -3.0696 -5.9164 0.44
H 3.9960 -1.7562 -6.4299 0.35
H 1.9028 -1.5487 -6.6419 0.30
H 0.4469 -0.6272 -6.2815 0.39
H 0.6640 -3.6802 -6.2203 0.28
H -0.1366 -2.7248 -7.4711 0.44
H -0.7864 -2.7599 -5.8281 0.28
H 4.4724 -2.4577 3.5219 0.41
H 3.0201 -3.4074 3.8314 0.37
H 3.2895 -0.3848 4.1822 0.01
H 3.1743 -1.5849 5.4708 0.51
H 1.7923 -1.2840 4.4116 0.25
H 5.5291 -1.3078 1.8277 0.54
H 5.3821 -0.9922 0.0960 0.58
H 5.5567 -3.7495 1.4018 0.28
H 6.8238 -2.9597 0.4529 0.43
H 5.3197 -3.4682 -0.3234 0.28
H -1.9310 -6.2390 3.3969 0.26
H -0.7781 -5.0642 4.0369 0.40
H -0.1897 -7.2057 1.9350 0.32
H 0.3633 -7.1892 3.6133 0.41
H 0.9711 -5.9877 2.4670 0.24
Cl -1.5359 -0.5463 1.5752 0.08
C -2.9415 0.4687 1.2101 -0.60
Cl -2.7171 1.1901 -0.3885 -0.03
H -3.0112 1.2546 1.9592 0.50
H -3.8296 -0.1603 1.1865 0.30
Se 0.6200 0.8661 -0.5608 -0.49
C 3.6623 4.2979 4.9320 -1.47
C 3.6451 3.8094 3.4875 0.03
C 3.4158 2.3013 3.4222 -1.09
C 3.1797 1.7638 2.0095 0.33
Ge 1.2181 1.6878 1.5723 0.09
C 0.3831 3.5091 1.6507 -0.78
C 0.9556 4.3761 0.5389 -0.46
C 0.3772 5.7857 0.5568 -0.47
C 1.0406 6.6641 -0.4955 -1.27
H 3.9396 5.3475 4.9880 0.42
H 4.3761 3.7213 5.5153 0.32
H 2.6798 4.1811 5.3827 0.34
H 4.6013 4.0447 3.0144 0.35
H 2.8598 4.3340 2.9407 -0.07
H 2.5525 2.0565 4.0481 0.31
H 4.2897 1.8126 3.8638 0.56
H 3.5720 0.7502 1.9247 -0.74
H 3.7023 2.3640 1.2662 0.65
H 0.6301 0.8177 2.7242 -0.10
H 0.5684 3.9622 2.6239 0.47
H -0.6977 3.4233 1.5315 0.50
H 0.7469 3.8987 -0.4234 0.30
H 2.0426 4.4387 0.6432 0.28
H 0.5329 6.2206 1.5484 0.31
H -0.6993 5.7363 0.3796 0.30
H 2.1076 6.7415 -0.2945 0.32
H 0.6138 7.6646 -0.4935 0.39
H 0.9126 6.2306 -1.4849 0.28
```

The value obtained for the calculated total energy is -223706.79499 eV. As for the energy above the lowest of the compared OMol25 structures with the same formula, charge and spin: 46.6 kcal per mole. For the LUMO energy (alpha / beta), the calculation gives -1.0126 / -1.1223 eV. The strongest force on any atom is 0.0488 hartree/bohr. As for the spin multiplicity: 2. As for the expectation value of S²: 0.76. The value obtained for the frontier orbital gap (alpha / beta) is 5.6 / 5.4 eV. Its total charge is 0.

***

C45H69F3N2O13Pb as an isolated structure, computed with the ωB97M-V functional and the def2-TZVPD basis.

```
133
Properties=species:S:1:pos:R:3:mulliken_charge:R:1
Pb -0.9540 1.8290 -3.8649 1.13
C 3.1812 -2.0885 -4.8074 -1.50
C 2.0110 -2.9431 -4.3434 0.15
C 2.1364 -3.6625 -2.9941 -0.51
O 0.9701 -4.3939 -2.7758 -0.40
C 1.0299 -5.1710 -1.5787 -0.27
N 0.7369 -2.0670 -4.2356 0.08
H -0.0807 -2.5142 -4.6430 0.44
H 0.4572 -1.9622 -3.2473 -0.45
H 0.7834 -1.1130 -4.5787 0.38
H 3.0352 -1.5572 -5.7477 0.45
H 4.0177 -2.7669 -4.9666 0.36
H 3.3669 -1.3498 -4.0294 0.28
H 1.6075 -3.6472 -5.0705 0.40
H 2.3602 -3.0414 -2.1161 0.09
H 3.0467 -4.2747 -2.9614 0.91
H 1.0247 -4.5615 -0.6710 0.21
H 1.8462 -5.8929 -1.5660 0.37
H 0.0778 -5.6924 -1.4759 -0.08
C -1.0474 5.2267 -3.3892 -0.54
O -0.6088 4.3650 -4.4192 -0.84
H -2.0233 4.9677 -2.9626 0.21
H -0.2862 5.1180 -2.6020 0.04
H -1.0601 6.2910 -3.6492 0.45
C -4.0162 2.4552 -2.3034 -0.48
O -3.4167 1.6965 -3.3061 -0.70
H -3.4828 2.4853 -1.3385 -0.01
H -4.0663 3.5327 -2.5088 0.30
H -4.9792 1.9574 -2.1530 0.30
C -0.5336 -2.1101 -0.1952 -1.06
C -1.4651 -0.9120 -0.6670 1.65
C -2.3668 -0.5039 0.5929 -2.11
C -1.7613 0.4051 1.6721 -0.64
C -1.1756 1.6259 0.9215 -1.91
C -0.1858 1.3034 -0.1974 2.74
N -0.7250 0.2838 -1.1050 1.61
O 0.0395 0.0505 -2.2700 -0.57
C 1.1885 0.8973 0.4328 -0.51
C -0.0228 2.6231 -0.9713 -2.53
C -2.4190 -1.3687 -1.7783 -1.34
H -1.2167 -2.9628 -0.1686 0.25
H -0.0567 -1.8785 0.7543 0.21
H 0.1741 -2.4037 -0.9728 -0.13
H -2.8099 -1.4168 1.0031 0.52
H -3.2986 -0.0471 0.2429 0.44
H -0.9403 -0.1211 2.1651 -0.07
H -2.5205 0.6658 2.4089 0.66
H -0.7121 2.3342 1.6123 0.70
H -2.0099 2.2043 0.5145 0.19
H 1.3704 -0.1753 0.4303 -0.06
H 1.2942 1.3564 1.4157 0.14
H 1.9070 1.3690 -0.2405 -0.24
H -0.9515 2.9230 -1.4809 0.03
H 0.6845 2.6336 -1.8016 0.39
H 0.0659 3.4470 -0.2609 0.23
H -3.1610 -2.0887 -1.4249 0.25
H -1.9761 -1.9136 -2.6181 -0.01
H -2.8943 -0.4898 -2.2194 0.32
C -1.9167 6.5334 -0.1496 -1.24
C -0.8758 6.8077 0.9189 0.80
C -0.3220 8.2247 0.8521 -0.49
O -0.6329 8.7926 2.0807 -0.34
C -1.3256 7.9698 2.8481 0.59
O -1.6584 8.3107 3.9473 -0.57
O -1.5894 6.8124 2.2124 -0.37
H -1.4792 6.5612 -1.1455 0.19
H -2.6931 7.2870 -0.0145 0.44
H -2.3142 5.5257 -0.0243 0.28
H -0.0091 6.2150 0.6091 0.15
H -0.8172 8.8604 0.1090 0.23
H 0.7557 8.4081 0.8132 0.31
C -5.9758 0.0802 3.8834 -1.36
C -5.4478 -0.9253 2.8812 0.92
C -4.2487 -1.8055 3.2864 -0.16
O -4.5684 -2.9802 2.5706 -0.30
C -5.8915 -3.0237 2.2828 0.61
O -6.4201 -4.0323 1.9304 -0.54
O -6.4911 -1.8408 2.5126 -0.40
H -7.0042 0.3569 3.6655 0.37
H -5.3685 0.9856 3.8702 0.34
H -5.8596 -0.3808 4.8653 0.34
H -5.0058 -0.4414 2.0040 -0.10
H -4.2838 -2.0284 4.3562 0.49
H -3.3300 -1.3258 2.9652 -0.14
C 0.9946 -0.5954 4.2293 -0.90
C 2.3593 -0.2662 4.8256 0.24
C 2.5358 -0.6963 6.2771 -0.46
O 3.7528 -1.3794 6.3622 -0.36
C 4.1800 -1.6713 5.1119 0.56
O 5.1566 -2.2814 4.7994 -0.54
O 3.2940 -1.2161 4.2432 -0.19
H 1.1402 -0.6195 3.1451 -0.20
H 0.2298 0.1770 4.3246 0.49
H 0.5366 -1.5558 4.4599 0.37
H 2.8218 0.6932 4.5953 0.39
H 1.6885 -1.3402 6.5205 0.30
H 2.5412 0.1840 6.9205 0.34
F 5.4829 7.2916 -1.3076 -0.31
C 4.8239 6.1303 -1.4327 0.38
C 3.7279 6.0164 -2.2697 -0.54
C 3.0852 4.7971 -2.4057 -0.47
C 3.5508 3.7167 -1.6435 -0.14
C 4.6344 3.8284 -0.7932 -0.63
C 5.2993 5.0567 -0.7195 -0.36
H 3.3599 6.8592 -2.8399 0.45
H 2.0853 4.5830 -2.7649 0.39
H 3.1774 2.7071 -1.7662 0.41
H 4.9915 2.8694 -0.4421 0.42
H 6.1032 5.1661 -0.0039 0.39
F 5.6209 -3.2785 -3.0636 -0.41
C 5.1925 -2.9035 -1.8330 0.03
C 4.7109 -1.6284 -1.6707 -0.60
C 4.1124 -1.3377 -0.4317 -0.37
C 4.0395 -2.3257 0.5588 -0.46
C 4.5568 -3.6061 0.3420 -0.68
C 5.1528 -3.9271 -0.8677 -0.39
H 4.7832 -0.7919 -2.3501 0.71
H 3.7325 -0.3435 -0.2441 0.51
H 3.5270 -2.0374 1.4666 0.69
H 4.5818 -4.3425 1.1336 0.49
H 5.6819 -4.8555 -1.0223 0.49
F -3.1196 -6.7070 3.0145 -0.31
C -2.8559 -6.7657 1.6932 0.17
C -3.1922 -5.7461 0.8567 -0.05
C -2.9305 -5.8423 -0.5133 -0.50
C -2.3793 -7.0389 -0.9566 -0.49
C -2.0857 -8.1188 -0.1224 -0.60
C -2.3297 -7.9696 1.2238 -0.29
H -3.6055 -4.8524 1.3049 0.51
H -3.1586 -4.9110 -1.0120 0.36
H -2.1332 -7.1729 -2.0040 0.39
H -1.6440 -9.0485 -0.4498 0.39
H -2.2266 -8.8065 1.9016 0.42
```

The value obtained for the calculated total energy is -90774.75220 eV. For the LUMO energy, the calculation gives -0.8221 eV. The strongest force on any atom is 0.0545 hartree/bohr. The value obtained for the frontier orbital gap is 6.0 eV. Its total charge is 0.

***

A 9-piece molecular cluster, C45H69O20P overall, computed with the ωB97M-V functional and the def2-TZVPD basis.

```
135
Properties=species:S:1:pos:R:3:mulliken_charge:R:1
C 0.5189 2.4526 -1.0738 -0.37
O 0.4531 1.4872 0.0022 0.85
P 0.1712 -0.0040 -0.2350 0.70
O -1.2509 -0.4116 -0.3119 -1.45
O 1.0077 -0.4097 -1.4803 -0.09
C 1.2093 -1.7694 -1.8966 -1.22
O 1.0020 -0.6279 0.9339 0.26
C 0.8722 -2.0119 1.2891 -0.74
H 1.5463 2.7787 -1.2610 0.36
H -0.0348 3.3525 -0.8090 0.27
H 0.1313 2.0696 -2.0187 -0.31
H 0.4275 -2.4615 -1.5776 0.37
H 2.1601 -2.1386 -1.5022 0.10
H 1.2992 -1.8394 -2.9809 0.58
H 0.8453 -2.1474 2.3657 0.51
H 1.7493 -2.5565 0.9323 0.21
H -0.0312 -2.4665 0.8773 0.15
O 1.8947 -5.3088 3.4940 -0.55
C 0.6823 -5.7509 2.9102 0.16
C -0.3539 -6.2811 3.6871 -0.62
C -1.5836 -6.5513 3.0897 -0.88
C -1.7505 -6.3335 1.7156 0.98
O -2.9804 -6.4931 1.1152 -0.50
C -0.7151 -5.8742 0.9223 -0.53
C 0.4873 -5.5531 1.5414 0.13
H 1.7677 -5.0137 4.3993 0.30
H -0.1727 -6.4148 4.7494 0.37
H -2.4113 -6.9370 3.6773 0.28
H -3.5942 -6.9406 1.7042 0.29
H -0.8932 -5.6953 -0.1243 0.27
H 1.2471 -5.1169 0.9023 0.30
O -1.3895 1.4441 -4.6044 -0.68
C -0.0312 1.3379 -4.6996 0.05
C 0.6461 0.2557 -4.1335 0.84
C 2.0263 0.2111 -4.2059 -0.58
C 2.7339 1.1802 -4.8846 0.42
O 4.1225 1.1333 -4.7897 -0.56
C 2.0442 2.2370 -5.5006 -0.76
C 0.6719 2.3276 -5.3440 -0.50
H -1.6896 1.4775 -3.6832 0.14
H 0.1161 -0.4846 -3.5496 0.17
H 2.5288 -0.5554 -3.6266 0.33
H 4.5349 1.7038 -5.4467 0.30
H 2.5651 3.0323 -6.0230 0.29
H 0.1636 3.2467 -5.6132 0.43
O 3.2050 -5.3784 -7.0370 -0.55
C 2.8863 -5.1352 -5.6905 0.64
C 3.9019 -5.0832 -4.7449 -0.90
C 3.5364 -4.8738 -3.4163 -0.56
C 2.2010 -4.7903 -3.0619 0.01
O 1.8187 -4.7191 -1.7486 -0.22
C 1.2164 -4.8511 -4.0123 0.33
C 1.5743 -4.9806 -5.3529 -0.74
H 3.9600 -5.9720 -7.0742 0.30
H 4.9226 -5.1899 -5.0844 0.36
H 4.2866 -4.6745 -2.6516 0.35
H 2.5016 -4.7368 -1.0774 0.24
H 0.2046 -4.6115 -3.7017 0.30
H 0.8099 -4.9700 -6.1151 0.43
O -3.0101 6.6957 -0.0542 -0.62
C -2.8017 5.3815 -0.4467 0.97
C -3.0167 4.3335 0.4592 -0.08
C -2.9094 3.0135 0.0268 -0.36
C -2.6481 2.7688 -1.3313 -0.64
O -2.4278 1.4966 -1.8432 -0.47
C -2.4757 3.8327 -2.2107 -0.18
C -2.5957 5.1389 -1.7987 -0.85
H -3.5303 6.7471 0.7488 0.34
H -3.2394 4.4887 1.5107 0.25
H -2.9732 2.1767 0.7139 0.37
H -2.2688 0.7858 -1.1655 -0.10
H -2.3081 3.5657 -3.2530 0.57
H -2.4481 5.9896 -2.4489 0.43
O -2.9327 -3.4861 -6.2403 -0.59
C -2.6900 -3.4001 -4.8723 0.60
C -2.4706 -4.5091 -4.0864 -0.49
C -2.1897 -4.3733 -2.7369 -0.52
C -2.2245 -3.1035 -2.1788 0.28
O -1.9703 -3.0096 -0.8171 -0.45
C -2.5376 -1.9888 -2.9665 -0.04
C -2.7099 -2.1414 -4.3230 -0.58
H -2.5014 -4.2821 -6.5762 0.30
H -2.3867 -5.4792 -4.5702 0.36
H -2.1353 -5.2753 -2.1458 0.48
H -1.7096 -2.0946 -0.5313 0.12
H -2.4448 -0.9893 -2.5677 0.30
H -2.9677 -1.3103 -4.9655 0.50
C -3.0731 2.5946 4.7770 -0.34
O -4.3898 2.7149 4.2826 -0.50
C -4.8530 1.7519 3.3563 0.27
C -4.9479 0.3538 3.9414 -0.79
O -3.6865 -0.2063 4.1704 -0.12
C -3.8068 -1.5617 4.5242 -0.82
H -2.6785 3.5999 4.9059 0.23
H -2.3659 2.1456 4.0649 0.12
H -2.9905 2.0310 5.7118 0.24
H -4.1176 1.7099 2.5369 -0.29
H -5.8326 2.1183 3.0782 0.41
H -5.4650 -0.2943 3.2118 0.49
H -5.5233 0.4198 4.8782 0.33
H -4.3713 -2.1255 3.7625 0.30
H -4.3651 -1.7100 5.4639 0.31
H -2.8186 -1.9817 4.6374 0.24
C 6.8350 4.6995 2.8677 -0.80
O 5.5742 4.2514 2.4441 -0.25
C 5.6497 3.4404 1.3037 -0.79
C 4.3839 2.7129 1.1467 0.19
O 4.4270 1.5996 2.0642 -0.44
C 3.2584 0.8265 2.0264 -0.31
H 6.7109 5.1598 3.8452 0.25
H 7.3102 5.3448 2.1241 0.29
H 7.4877 3.8321 3.0846 0.34
H 6.4492 2.7040 1.4689 0.33
H 5.8783 4.0580 0.4248 0.37
H 4.2116 2.3216 0.1354 0.30
H 3.5230 3.3062 1.4922 -0.01
H 3.1268 0.3967 3.0215 0.27
H 3.3524 -0.0007 1.3150 0.31
H 2.3726 1.4102 1.7624 -0.07
C -0.1773 3.5722 6.1240 -0.96
O -0.4717 4.1702 4.8720 -0.07
C 0.5956 4.1149 3.9620 -0.72
C 0.0515 4.3728 2.5899 0.89
O -0.0154 5.6818 2.2795 -0.43
C -0.9294 6.3637 3.1003 -0.50
H 0.6096 4.1761 6.6085 0.33
H 0.2145 2.5564 5.9622 0.38
H -1.0136 3.5375 6.8162 0.27
H 1.0720 3.1252 3.9828 0.36
H 1.3799 4.8543 4.1865 0.41
H -0.9066 3.8204 2.5298 -0.33
H 0.5972 3.8004 1.8354 -0.20
H -0.9532 7.3657 2.6785 0.30
H -0.6460 6.3805 4.1509 0.27
H -1.9178 5.8997 2.9984 0.07
```

The value obtained for the calculated total energy is -98020.27758 eV. The SMILES is COP(=O)(OC)OC.Oc1ccc(O)cc1.Oc1ccc(O)cc1.Oc1ccc(O)cc1.Oc1ccc(O)cc1.Oc1ccc(O)cc1.COCCOC.COCCOC.COCCOC. For the LUMO energy, the calculation gives 0.2648 eV. The strongest force on any atom is 0.0542 hartree/bohr. The value obtained for the frontier orbital gap is 8.2 eV. Its total charge is 0.